# 1
Molecular formula: C30H55Cl30OP
Method: DFT, ωB97M-V/def2-TZVPD

Last column: Mulliken charge in e.
Geometry (Å):
Cl (-10.84595, 6.01061, 1.63368)  -0.1663
C (5.36954, 0.53034, -2.98768)  -1.0118
Cl (-7.44908, 5.58025, 3.76154)  -0.1393
H (1.69847, -6.26082, -5.34472)  0.2767
C (-6.17394, 2.57051, -3.96271)  -0.2926
C (0.95842, 2.96325, 6.89994)  -0.2071
C (-10.13217, 6.51964, 0.09161)  -0.2537
H (0.15861, 1.69325, 0.14286)  0.1085
H (0.89306, -7.28448, 2.25624)  0.3106
C (-10.45783, 2.43273, -4.60090)  -0.2548
Cl (3.93178, -5.97432, -4.67732)  -0.1139
H (1.48975, 2.75396, 7.82036)  0.2996
H (-3.61279, 2.30751, -0.42094)  0.1096
C (-5.53714, 3.53325, 6.33656)  -0.2607
H (-4.69765, 0.90205, -0.46697)  0.4801
C (7.47879, -4.93673, -2.19832)  -0.0236
H (-1.97563, 1.17299, 10.20810)  0.2668
H (2.64073, -2.79116, -4.63495)  0.3883
H (4.52365, 0.24974, -4.92790)  0.4074
H (2.39951, -0.43136, -5.38527)  0.8722
Cl (0.59379, 3.14296, 2.66583)  -0.0998
H (3.85073, -0.19494, -0.08008)  0.3567
Cl (-8.37294, 6.33444, 0.08960)  -0.0885
Cl (7.16805, -3.21265, -2.43053)  -0.0865
H (-0.03851, -0.54789, -3.77667)  0.3726
H (0.93344, 0.91118, -3.45888)  0.0993
H (-11.28123, 1.79674, -4.90193)  0.2926
H (-10.73029, 3.47764, -4.68573)  0.2572
C (2.94529, -0.43179, -2.02698)  0.8405
Cl (-4.80813, 3.31119, 7.93537)  -0.1365
H (10.96654, -8.40077, -3.57944)  0.2727
C (1.75543, -2.19805, -4.41633)  -1.7236
C (1.38092, -0.72877, -0.26059)  -1.0354
P (-0.41528, -1.13891, -0.11885)  -0.4990
C (11.66797, -7.57859, -3.65121)  -0.1640
C (2.03732, -0.70222, -4.39668)  0.5185
H (1.90438, -1.39686, 0.42960)  0.2642
H (6.30567, 0.89627, -3.38424)  0.3920
H (-0.03989, 1.86289, -1.61887)  -0.0201
Cl (7.91052, -3.76206, 1.02906)  -0.1228
C (0.62736, -6.83897, 1.30530)  0.2886
C (-1.33157, 0.34066, -0.75496)  0.8120
H (-5.90682, 4.54859, 6.26068)  0.2603
C (-8.26121, 4.14511, 3.12069)  0.3912
C (5.18764, 0.41387, -1.61735)  0.7112
H (-10.54896, 5.91210, -0.70275)  0.2535
C (2.50961, -3.59986, -0.85769)  1.4067
H (-4.03188, 5.63656, 2.71340)  0.3269
C (-3.70047, 1.26009, -0.69215)  -0.9351
Cl (-2.37473, 4.18617, 1.91430)  -0.0252
H (1.59300, 0.28744, 0.07126)  0.6356
Cl (-10.05909, 2.09027, -2.91383)  -0.1354
C (3.95954, -0.08035, -1.14815)  0.0147
H (-3.51280, 1.18203, -1.75922)  0.2086
Cl (-4.56444, 2.41042, -4.68197)  -0.1764
C (-0.54678, 1.66838, -0.67873)  -0.8653
Cl (1.23185, 4.66076, 6.48792)  -0.1713
H (0.41172, 0.57216, -5.08977)  0.3822
C (4.34627, 0.16484, -3.86582)  -1.3408
H (-3.50508, 6.07645, 1.06656)  0.3701
H (-9.22599, 4.44028, 2.72504)  -0.0610
C (7.44744, -5.04351, 2.15382)  -0.2146
C (0.73356, 0.11078, -4.16059)  -1.3125
H (1.24889, -5.97410, 1.10331)  -0.2639
H (6.27784, 0.06141, 0.16638)  0.3666
H (6.52954, -5.44317, -2.06329)  0.1349
H (-1.56825, 0.14846, -1.79728)  0.1784
H (1.03420, -2.40079, -5.20958)  0.4191
H (8.10624, -5.06903, -1.32933)  0.1365
H (7.23415, 0.80521, -1.12191)  0.3781
C (-3.76550, 5.26158, 1.73146)  -0.6062
C (2.37217, -6.80959, -4.69763)  -0.4189
H (1.29926, -2.54248, -3.49150)  0.1479
Cl (-4.36535, 3.26107, 5.04138)  -0.0726
Cl (-1.05904, -6.31477, 1.37979)  -0.1625
Cl (1.53076, 1.84052, 5.65972)  -0.1249
C (-2.27150, 2.01501, 10.82202)  -0.0317
H (-7.65013, 3.72708, 2.33260)  -0.0074
Cl (-6.08649, 2.94148, -2.23654)  -0.0576
H (-3.18582, 2.45493, 10.44353)  0.0708
H (-2.98085, -0.54027, 0.31213)  0.4973
Cl (-5.16986, 4.41387, 1.07381)  -0.0762
Cl (-2.56219, 1.44068, 12.46742)  -0.1578
H (-6.69945, 3.37171, -4.46490)  0.2897
Cl (-9.08744, 2.12417, -5.67545)  -0.1433
O (1.74257, -0.95052, -1.60427)  0.1399
H (1.89028, 4.86480, 3.58877)  0.1831
H (-2.35590, 0.95395, 1.00054)  0.3681
H (1.57495, -4.12091, -1.03507)  0.3519
H (-0.65950, -1.02240, 1.26654)  0.0302
Cl (8.30088, -5.65304, -3.59554)  -0.1981
Cl (3.77747, -4.39567, -1.78835)  -0.0103
H (2.43619, -2.56835, -1.18285)  -1.5020
C (-2.63047, 0.46351, 0.06873)  -1.0423
Cl (2.39920, 4.99598, 1.29538)  -0.1722
H (-6.34877, 2.82782, 6.22207)  0.2035
H (11.26952, -6.79168, -4.28005)  0.1972
C (1.31869, 4.75071, 2.67534)  -0.1456
Cl (7.71128, -6.65010, 1.46259)  -0.1532
Cl (1.65166, -6.90289, -3.08578)  -0.0738
H (-1.24482, 2.49231, -0.54128)  0.3286
Cl (2.83904, -3.61897, 0.88871)  -0.2841
H (6.05849, 1.75450, -0.17899)  0.3202
H (-6.70314, 1.63500, -4.08612)  0.2070
H (2.52301, -7.81587, -5.06881)  0.3312
Cl (-8.46672, 2.90837, 4.36894)  -0.1962
Cl (-0.98997, 3.23342, 10.76679)  -0.1509
Cl (13.16571, -8.17742, -4.37653)  -0.1687
H (6.39339, -4.93487, 2.38023)  0.1957
H (8.04551, -4.95046, 3.05213)  0.3121
H (0.52094, 5.48326, 2.62516)  0.2420
H (-0.10643, 2.81201, 7.03182)  0.1981
C (3.11576, -0.32032, -3.41181)  0.3652
H (-10.37118, 7.56469, -0.06369)  0.2837
C (6.26431, 0.79139, -0.64033)  -1.6677
Cl (11.92826, -6.92103, -2.03302)  -0.1424
Cl (0.89660, -8.03553, 0.03095)  -0.1568

Summary:
Total energy (Eh): -15398.3796
Kohn-Sham gap (Ha): 0.31079
M (Da): 1526.33
E_HOMO (eV): -8.340

# 2
Molecular formula: C4H10N2O2
Method: DFT, ωB97M-V/def2-TZVPD

Last column: natural (NBO) charge in e.
Geometry (Å):
H (-2.47487, 0.53789, 0.07186)  0.2211
C (0.55568, -0.41067, 0.90104)  0.4909
O (-0.03403, -1.13524, 2.26191)  -0.7907
C (1.85973, -0.38439, 0.70383)  -0.5896
H (-0.01507, 0.29687, -2.97938)  0.2231
H (0.60920, -0.97058, 2.96327)  0.4707
H (-0.66659, -0.95120, -1.89292)  0.2115
H (0.32078, 2.66339, -0.78514)  0.4794
O (0.73985, 1.85220, -1.10377)  -0.5719
H (1.07179, -0.56718, -1.86470)  0.1936
N (-0.25623, 0.86365, -1.00640)  -0.0307
C (0.06683, -0.15265, -1.98757)  -0.4571
H (-2.01561, -1.15558, 0.37942)  0.1887
C (-1.87603, -0.12017, 0.70134)  -0.4159
H (-2.20379, 0.00572, 1.73010)  0.2314
H (2.51655, -0.94616, 1.34667)  0.2276
N (-0.50138, 0.32657, 0.60684)  -0.3155
H (2.30319, 0.24751, -0.04641)  0.2335

Summary:
Energy above the lowest of the compared OMol25 structures with the same formula, charge and spin (kcal per mole): 158.0
Total energy (Eh): -418.2092
Kohn-Sham gap (Ha): 0.34103
M (Da): 118.14
E_HOMO (eV): -8.464
Structure (SMILES): C=C(O)N(C)N(C)O

Q: Look up the Kohn-Sham gap of the second one.
A: 0.34103 Ha